No. 1
The following is a DFT calculation (the ωB97M-V functional and the def2-TZVPD basis) of a cluster of 7 separate species, H14O7 in total at a distorted geometry.

## Properties
maximum force	0.041	hartree/bohr
spin multiplicity	1
HOMO energy	-10.26	eV
SMILES	O.O.O.O.O.O.O

Geometry as XYZ:
```
21
Properties=species:S:1:pos:R:3:nbo_charge:R:1
O 1.195 0.012 0.108 -0.96
H 1.233 0.417 -0.758 0.49
H 0.360 0.298 0.410 0.48
O -0.888 1.382 1.629 -0.96
H -0.820 1.989 2.346 0.49
H -1.367 1.881 0.993 0.47
O -2.065 -1.139 -0.001 -0.94
H -1.590 -0.704 0.727 0.47
H -2.794 -0.576 -0.238 0.47
O 1.686 -0.162 2.921 -0.93
H 0.832 -0.626 2.806 0.46
H 1.696 0.413 2.188 0.47
O -1.990 0.526 -2.523 -0.96
H -1.004 0.501 -2.670 0.48
H -2.023 1.145 -1.829 0.44
O 0.644 0.603 -2.776 -0.94
H 1.003 -0.260 -2.686 0.49
H 0.587 0.751 -3.719 0.50
O 2.097 -2.319 1.093 -0.95
H 1.271 -2.738 0.950 0.45
H 1.939 -1.394 1.028 0.48
```

=====

No. 2
The following is a DFT calculation (the ωB97M-V functional and the def2-TZVPD basis) of a cluster of 2 separate species, C3H3O4P in total at a distorted geometry.

## Properties
maximum force	0.054	hartree/bohr
spin multiplicity	1
HOMO energy	2.05	eV
charge	-2

Geometry as XYZ:
```
11
Properties=species:S:1:pos:R:3:nbo_charge:R:1
C 0.734 0.448 -0.913 0.41
C -1.269 -0.782 -0.922 0.27
C 0.892 1.201 0.391 -0.83
O -1.553 -0.704 1.852 -1.24
O 0.061 -2.206 0.647 -1.20
O -1.602 -1.163 -1.989 -0.62
O 1.557 0.510 -1.836 -0.72
P -1.399 -1.686 0.726 1.29
H 0.472 0.551 1.097 0.29
H 0.250 2.049 0.469 0.20
H 1.857 1.783 0.477 0.14
```

=====

No. 3
The following is a DFT calculation (the ωB97M-V functional and the def2-TZVPD basis) of a cluster of 10 separate species, C58H52F9N in total at a distorted geometry.

## Properties
maximum force	0.037	hartree/bohr
spin multiplicity	1
HOMO energy	-9.16	eV
SMILES	Fc1ccccc1.Fc1ccccc1.Fc1ccccc1.Fc1ccccc1.Fc1ccccc1.Fc1ccccc1.Fc1ccccc1.Fc1ccccc1.Fc1ccccc1.CCCC#N

Geometry as XYZ:
```
120
Properties=species:S:1:pos:R:3:mulliken_charge:R:1
F -3.914 0.703 5.255 -0.25
C -2.679 0.267 5.537 0.49
C -1.922 1.002 6.456 -0.83
C -0.557 0.739 6.528 -0.37
C -0.021 -0.321 5.789 -0.60
C -0.818 -1.057 4.928 -0.15
C -2.175 -0.817 4.851 -0.25
H -2.363 1.793 7.046 0.43
H 0.039 1.359 7.184 0.42
H 1.034 -0.481 5.960 0.42
H -0.321 -1.822 4.344 0.36
H -2.790 -1.215 4.051 0.38
F 1.094 5.026 5.970 -0.33
C 1.580 3.902 5.434 0.23
C 2.495 3.169 6.177 -0.59
C 2.940 1.941 5.725 -0.39
C 2.518 1.468 4.491 -1.04
C 1.616 2.206 3.744 0.25
C 1.102 3.387 4.231 -0.65
H 3.018 3.594 7.026 0.42
H 3.638 1.392 6.343 0.40
H 2.866 0.503 4.144 0.64
H 1.221 1.748 2.846 0.46
H 0.317 3.943 3.733 0.51
F -2.986 -6.968 0.280 -0.33
C -2.602 -5.705 0.070 0.31
C -2.089 -4.980 1.140 -0.58
C -1.835 -3.630 0.991 -0.35
C -2.149 -2.975 -0.159 -0.01
C -2.557 -3.683 -1.287 -0.53
C -2.742 -5.063 -1.161 -0.70
H -1.885 -5.415 2.112 0.42
H -1.365 -3.006 1.745 0.46
H -1.986 -1.904 -0.242 0.60
H -2.791 -3.173 -2.209 0.29
H -3.129 -5.573 -2.035 0.41
F 1.678 1.725 -3.418 0.00
C 2.216 2.121 -4.592 0.46
C 1.835 3.328 -5.115 -0.13
C 2.527 3.850 -6.216 -0.86
C 3.530 3.082 -6.781 -0.48
C 3.888 1.845 -6.275 -0.53
C 3.254 1.378 -5.140 -0.51
H 1.149 3.973 -4.581 0.40
H 2.362 4.852 -6.584 0.39
H 4.163 3.471 -7.572 0.35
H 4.755 1.344 -6.683 0.44
H 3.504 0.445 -4.648 0.47
F 0.345 -0.857 -7.120 -0.37
C 1.280 -1.474 -6.379 0.62
C 0.943 -2.031 -5.164 -0.52
C 1.889 -2.711 -4.418 -0.27
C 3.210 -2.763 -4.885 -0.68
C 3.511 -2.241 -6.135 -0.36
C 2.558 -1.585 -6.920 -0.61
H -0.019 -1.868 -4.691 0.46
H 1.630 -3.178 -3.481 0.49
H 4.012 -3.198 -4.304 0.43
H 4.528 -2.188 -6.504 0.35
H 2.796 -1.170 -7.886 0.47
F -2.191 4.896 -0.539 -0.41
C -0.873 4.709 -0.458 0.31
C -0.238 4.576 0.767 -0.70
C 1.155 4.426 0.803 -0.08
C 1.902 4.360 -0.372 -1.10
C 1.245 4.396 -1.590 -0.22
C -0.113 4.656 -1.621 -0.36
H -0.791 4.751 1.682 0.56
H 1.686 4.272 1.733 0.53
H 2.982 4.311 -0.365 0.43
H 1.831 4.424 -2.498 0.66
H -0.648 4.765 -2.560 0.40
F -4.638 -1.810 -3.024 -0.41
C -4.053 -0.626 -2.723 0.23
C -4.594 0.048 -1.618 -0.60
C -4.005 1.240 -1.233 -0.48
C -3.001 1.794 -2.020 -0.49
C -2.497 1.131 -3.132 -0.28
C -3.044 -0.099 -3.485 -0.53
H -5.399 -0.432 -1.079 0.46
H -4.347 1.809 -0.381 0.69
H -2.592 2.747 -1.712 0.31
H -1.652 1.553 -3.659 0.52
H -2.787 -0.612 -4.406 0.54
F -2.759 0.664 1.271 0.16
C -3.949 0.553 1.877 0.44
C -4.573 -0.674 2.030 -0.44
C -5.800 -0.764 2.701 -0.74
C -6.363 0.405 3.164 -0.64
C -5.707 1.638 3.078 -0.57
C -4.505 1.701 2.411 -0.34
H -4.103 -1.564 1.626 0.41
H -6.263 -1.739 2.662 0.46
H -7.313 0.345 3.684 0.34
H -6.184 2.475 3.566 0.43
H -3.985 2.652 2.377 0.51
F 1.556 -2.354 -1.167 -0.39
C 1.089 -1.266 -0.522 0.23
C 0.940 -1.347 0.853 -0.20
C 0.366 -0.277 1.531 0.03
C 0.093 0.913 0.881 -1.77
C 0.276 0.979 -0.494 -0.13
C 0.709 -0.123 -1.222 -0.65
H 1.155 -2.271 1.366 0.40
H 0.166 -0.270 2.597 0.36
H -0.314 1.717 1.477 0.98
H 0.027 1.890 -1.024 0.41
H 0.666 -0.064 -2.299 0.74
C 3.631 -5.225 -0.098 -1.25
C 3.392 -3.965 0.720 0.41
C 4.487 -3.725 1.770 -0.46
C 5.889 -3.711 1.314 0.18
N 6.956 -3.723 0.890 -0.44
H 3.413 -6.219 0.295 0.31
H 4.688 -5.196 -0.371 0.34
H 3.041 -5.180 -1.017 0.30
H 2.429 -3.805 1.201 0.22
H 3.391 -3.152 -0.007 -0.07
H 4.355 -4.389 2.624 0.40
H 4.419 -2.716 2.196 0.09
```

=====

No. 4
The following is a DFT calculation (the ωB97M-V functional and the def2-TZVPD basis) of a cluster of 2 separate species, C3H3F3 in total at a distorted geometry.

## Properties
maximum force	0.109	hartree/bohr
spin multiplicity	1
HOMO energy (spin up / spin down)	-10.87 / -10.87	eV

Geometry as XYZ:
```
9
Properties=species:S:1:pos:R:3:nbo_charge:R:1
C 0.230 0.185 -0.134 0.33
C 0.951 -0.005 0.937 0.69
C -0.815 -0.338 -0.869 -0.73
F 0.095 2.352 0.105 -0.55
F 1.613 0.839 1.670 -0.24
F 1.175 -1.323 1.324 -0.31
H -0.974 0.192 -1.698 0.27
H -1.696 -0.409 -0.212 0.25
H -0.581 -1.493 -1.121 0.29
```

=====

No. 5
The following is a DFT calculation (the ωB97M-V functional and the def2-TZVPD basis) of the ion C4H9NOS with charge +1 at a distorted geometry.

## Properties
maximum force	0.096	hartree/bohr
spin multiplicity	2
HOMO energy (spin up / spin down)	-13.07 / -13.06	eV
charge	+1

Geometry as XYZ:
```
16
Properties=species:S:1:pos:R:3:lowdin_spin:R:1
O -0.564 -1.265 1.872 0.00
C -0.207 -1.445 0.720 0.00
N -0.183 -0.414 -0.315 0.00
C -0.348 1.011 0.289 0.03
C 0.425 2.082 -0.565 0.06
S -0.528 3.543 -1.369 0.86
C 0.548 -2.768 0.541 0.00
H -0.670 -0.615 -1.189 0.00
H -1.454 1.333 0.396 0.00
H 0.060 0.998 1.284 0.00
H 1.038 1.668 -1.245 0.01
H 0.965 2.547 0.260 0.00
H -1.170 2.768 -2.213 0.03
H 1.631 -2.713 0.430 0.00
H 0.427 -3.444 1.413 0.00
H 0.028 -3.286 -0.311 0.00
```

=====

No. 6
The following is a DFT calculation (the ωB97M-V functional and the def2-TZVPD basis) of a cluster of 2 separate species, C4H8NO3 in total at a distorted geometry.

## Properties
maximum force	0.032	hartree/bohr
spin multiplicity	1
HOMO energy	-4.46	eV
charge	-1

Geometry as XYZ:
```
16
Properties=species:S:1:pos:R:3:nbo_charge:R:1
C 1.617 -0.593 1.693 -0.72
C 0.287 -1.315 1.544 0.68
O -0.333 -1.669 2.539 -0.67
N -0.063 -1.627 0.281 -0.84
H -1.016 -1.773 -0.021 0.38
H 0.411 -1.127 -0.481 0.44
H 2.370 -1.146 2.250 0.21
H 1.362 0.332 2.214 0.23
H 2.029 -0.314 0.725 0.24
C -1.573 1.129 -1.711 -0.74
C -0.162 1.623 -1.282 0.78
O 0.657 0.738 -0.935 -0.83
O 0.009 2.857 -1.330 -0.77
H -1.844 0.363 -0.980 0.19
H -1.487 0.569 -2.651 0.19
H -2.264 1.952 -1.853 0.21
```

=====

No. 7
The following is a DFT calculation (the ωB97M-V functional and the def2-TZVPD basis) of a cluster of 3 separate species, C3H7N2O2 in total at a distorted geometry.

## Properties
maximum force	0.069	hartree/bohr
spin multiplicity	1
HOMO energy	-2.25	eV
charge	-1

Geometry as XYZ:
```
14
Properties=species:S:1:pos:R:3:nbo_charge:R:1
C 0.819 1.823 1.568 -0.42
C -0.063 0.803 1.420 -0.38
C -2.226 -1.795 -0.342 0.66
N -0.126 -1.515 -1.415 -0.89
N -1.343 -1.899 -1.120 -0.30
O 1.304 0.861 -1.705 -0.99
O -3.359 -1.794 0.170 -0.71
H 1.606 1.863 0.860 0.20
H 0.888 2.477 2.527 0.17
H 0.141 0.154 0.554 0.23
H -0.766 0.487 2.211 0.19
H 0.418 -2.247 -1.962 0.30
H 0.599 0.267 -1.424 0.51
H 2.109 0.514 -1.342 0.45
```